No. 1
Formula: C16H26B2EuN6O2
Source: the Open Molecules 2025 dataset
Level of theory: ωB97M-V/def2-TZVPD

Output
electronic energy	-1864.40323	Ha
molecular weight	508.012	g/mol
F_max	7.82	eV Å⁻¹
2S+1	8
orbital gap (alpha / beta)	6.0 / 6.3	eV
charge	0

Each line ends with the Löwdin charge.
Cartesian coordinates (Å):
1 H 1.7324 2.4951 0.3159  0.10
2 N 1.0222 1.4821 -1.3923  -0.02
3 B 0.4744 0.7928 -3.7884  -0.50
4 N 0.9420 1.8415 -2.7339  -0.03
5 C 1.4555 3.0702 -2.9125  -0.08
6 Eu -0.2735 -0.7828 -0.4601  1.44
7 H 1.4856 3.5001 -3.9020  0.12
8 C 1.8765 3.5511 -1.6705  -0.07
9 H 2.3286 4.4986 -1.4590  0.08
10 C 1.5838 2.5225 -0.7569  -0.17
11 H 0.5284 1.2417 -4.8916  0.11
12 C -0.2055 -3.1009 -1.0826  -0.38
13 H -0.9819 -3.4993 -0.4050  -0.08
14 H 0.7588 -3.5999 -0.9272  -0.08
15 H -0.5352 -3.2269 -2.1222  -0.06
16 N -0.9452 0.2625 -3.4564  0.02
17 N 1.4879 -0.3801 -3.6103  -0.04
18 N -1.2792 -0.0973 -2.1168  -0.19
19 N 1.5092 -1.0664 -2.3991  -0.04
20 C -1.9481 -0.1080 -4.2702  -0.06
21 C 2.4675 -0.8302 -4.4121  -0.09
22 H -1.8713 0.0822 -5.3316  0.12
23 H 2.6049 -0.3880 -5.3882  0.11
24 C -2.9722 -0.6967 -3.5171  -0.06
25 C 3.1432 -1.8518 -3.7427  -0.07
26 C -2.5256 -0.6725 -2.1849  -0.15
27 C 2.4989 -1.9706 -2.4954  -0.16
28 H -3.9007 -1.0978 -3.8833  0.09
29 H 3.9758 -2.4265 -4.0968  0.08
30 H -3.0057 -1.0531 -1.2850  0.10
31 H 2.6697 -2.6797 -1.6942  0.09
32 H -0.6326 1.6030 0.5582  0.09
33 C -2.4817 0.6836 4.2258  -0.01
34 C -0.9972 0.8981 3.9063  -0.47
35 C -0.3187 1.4627 5.1399  -0.01
36 O -0.9130 1.8809 2.8556  0.12
37 B -0.7371 1.1771 1.6879  -0.44
38 O -0.6166 -0.2251 1.8633  -0.12
39 C -0.3243 -0.3950 3.2866  -0.46
40 C 1.1965 -0.4135 3.4604  -0.01
41 C -0.8974 -1.7250 3.7245  0.00
42 H -3.0259 0.2322 3.3840  0.10
43 H -2.9459 1.6525 4.4524  0.10
44 H -2.5996 0.0442 5.1091  0.10
45 H -0.8345 2.3735 5.4666  0.10
46 H -0.3746 0.7376 5.9611  0.10
47 H 0.7330 1.7084 4.9601  0.09
48 H 1.4707 -0.5830 4.5110  0.10
49 H 1.6246 -1.2414 2.8747  0.10
50 H 1.6705 0.5226 3.1262  0.10
51 H -1.9759 -1.7862 3.5429  0.09
52 H -0.4052 -2.5419 3.1816  0.10
53 H -0.7162 -1.8774 4.7945  0.10



No. 2
Formula: C43H33BCaCl2N5O4P
Source: the Open Molecules 2025 dataset
Level of theory: ωB97M-V/def2-TZVPD

Output
electronic energy	-4197.58497	Ha
molecular weight	836.538	g/mol
F_max	1.60	eV Å⁻¹
2S+1	1
orbital gap	6.4	eV
charge	-2

Each line ends with the Löwdin charge.
Cartesian coordinates (Å):
1 Ca -1.1202 -0.2420 -0.2523  1.33
2 O 0.4133 -1.2998 -1.3956  -0.28
3 C 0.6331 -2.5451 -1.6655  -0.40
4 C 1.5240 -2.8844 -2.7187  -0.03
5 C 1.8264 -4.1860 -3.0443  -0.12
6 C 1.2598 -5.2483 -2.3372  -0.13
7 C 0.3891 -4.9525 -1.3098  -0.08
8 C 0.0407 -3.6398 -0.9604  -0.16
9 C -0.9056 -3.5063 0.1321  -0.11
10 N -1.5039 -2.4293 0.4805  -0.10
11 N -2.3871 -2.5655 1.5422  0.04
12 C -2.7357 -1.3934 2.0144  -0.51
13 O -2.3427 -0.2411 1.6371  -0.20
14 C -3.7127 -1.4460 3.1585  -0.14
15 C -4.4261 -2.5991 3.4753  -0.04
16 C -5.3256 -2.6002 4.5306  -0.11
17 C -5.5199 -1.4511 5.2876  -0.12
18 C -4.8103 -0.2991 4.9774  -0.10
19 C -3.9168 -0.2963 3.9154  -0.03
20 H 1.9747 -2.0555 -3.2524  0.10
21 H 2.5250 -4.3844 -3.8505  0.09
22 H 1.5140 -6.2741 -2.5704  0.08
23 H -0.0493 -5.7614 -0.7338  0.10
24 H -1.1352 -4.4209 0.6846  0.11
25 H -4.2518 -3.4870 2.8831  0.10
26 H -5.8779 -3.5027 4.7667  0.09
27 H -6.2218 -1.4543 6.1137  0.09
28 H -4.9553 0.6013 5.5631  0.09
29 H -3.3635 0.5931 3.6446  0.11
30 O 1.4913 -0.7654 3.5565  -0.05
31 N 1.6406 0.3984 2.8723  0.00
32 C 1.0952 1.3851 3.4614  -0.12
33 C 1.2006 2.7413 2.9182  -0.20
34 C 1.1611 3.7915 3.8390  -0.05
35 C 1.3452 5.1039 3.4482  -0.10
36 C 1.5751 5.3906 2.1125  -0.10
37 C 1.5887 4.3650 1.1812  -0.10
38 C 1.3867 3.0331 1.5488  -0.28
39 P 1.2663 1.6948 0.2898  1.11
40 C 1.1629 2.6301 -1.2944  -0.36
41 C 0.0651 3.4639 -1.5207  -0.13
42 C -0.1173 4.0805 -2.7480  -0.09
43 C 0.7820 3.8531 -3.7825  -0.10
44 C 1.8557 3.0004 -3.5805  -0.09
45 C 2.0441 2.3916 -2.3464  -0.08
46 C 2.9807 1.0579 0.2183  -0.38
47 C 3.1924 -0.3149 0.2364  -0.10
48 C 4.4841 -0.8263 0.1898  -0.07
49 C 5.5662 0.0358 0.1202  -0.08
50 C 5.3630 1.4124 0.1045  -0.10
51 C 4.0756 1.9207 0.1578  -0.11
52 H 2.1344 -1.3586 3.1605  -0.03
53 H 0.6155 1.2463 4.4301  0.13
54 H 1.0012 3.5551 4.8848  0.11
55 H 1.3180 5.8983 4.1846  0.09
56 H 1.7281 6.4130 1.7882  0.09
57 H 1.7336 4.6067 0.1371  0.10
58 H -0.6748 3.6070 -0.7426  0.10
59 H -0.9842 4.7096 -2.9026  0.08
60 H 0.6306 4.3222 -4.7473  0.09
61 H 2.5496 2.7951 -4.3870  0.09
62 H 2.8793 1.7166 -2.2075  0.10
63 H 2.3497 -0.9903 0.3015  0.09
64 H 4.6355 -1.8969 0.2403  0.08
65 H 6.5726 -0.3649 0.0961  0.10
66 H 6.2089 2.0890 0.0623  0.09
67 H 3.9199 2.9937 0.1578  0.10
68 Cl -3.6825 4.1645 -1.7471  0.66
69 C -3.6699 2.6699 -2.6441  -0.58
70 C -4.3700 2.6180 -3.8499  -0.16
71 C -4.4190 1.4637 -4.5837  -0.63
72 Cl -5.2834 1.4509 -6.1076  0.62
73 C -3.7940 0.2870 -4.1126  -0.18
74 C -3.8230 -0.9609 -4.7724  -0.04
75 C -3.2173 -2.0452 -4.1996  -0.05
76 C -2.5859 -1.8951 -2.9525  -0.11
77 N -2.5299 -0.7456 -2.3253  0.07
78 C -3.0957 0.3475 -2.8817  -0.13
79 C -2.9457 1.5817 -2.1209  -0.42
80 O -2.2368 1.6142 -1.0751  -0.20
81 H -4.8729 3.5080 -4.2040  0.09
82 H -4.3279 -1.0417 -5.7259  0.08
83 H -3.2193 -3.0123 -4.6841  0.10
84 H -2.1111 -2.7392 -2.4635  0.11
85 B 5.5563 -4.0669 2.3207  -0.48
86 C 4.2919 -3.1349 2.5032  -0.26
87 N 3.3924 -2.4229 2.6437  0.11
88 H 6.3443 -3.8069 3.2146  -0.02
89 H 5.1923 -5.2259 2.3828  -0.02
90 H 6.0452 -3.8222 1.2301  -0.02



No. 3
Formula: C22H23F5N4O4S
Source: the Open Molecules 2025 dataset
Level of theory: ωB97M-V/def2-TZVPD

Output
electronic energy	-2269.60530	Ha
molecular weight	534.507	g/mol
F_max	2.61	eV Å⁻¹
2S+1	1
orbital gap	8.2	eV
charge	0

Each line ends with the Löwdin charge.
Cartesian coordinates (Å):
1 N 0.1780 -1.1800 -1.4974  0.12
2 C 0.3471 0.0239 -2.2550  -0.33
3 O 1.1026 1.0120 -1.4798  -0.14
4 S 0.1119 2.2292 -1.0816  0.64
5 O 0.5337 3.4563 -1.6780  -0.22
6 O 0.1479 2.2063 0.3357  -0.23
7 O -1.3092 1.6835 -1.6371  -0.11
8 C -0.8820 0.8043 -2.7146  -0.17
9 C -1.9967 0.0787 -3.4977  -0.41
10 F -1.8609 -1.2702 -3.4619  0.12
11 F -1.8670 0.4139 -4.8167  0.09
12 C -3.3840 0.4678 -3.0194  -0.12
13 C -4.1555 1.3353 -3.7686  0.00
14 C -5.4244 1.6722 -3.3653  -0.04
15 C -5.9542 1.1486 -2.1986  0.00
16 C -5.1598 0.2958 -1.4609  -0.11
17 C -5.7453 -0.3018 -0.1894  -0.57
18 F -5.9067 -1.6303 -0.3884  0.14
19 F -4.9345 -0.1603 0.8805  0.13
20 F -6.9203 0.2425 0.1417  0.15
21 C -3.8897 -0.0460 -1.8483  0.05
22 H -0.0284 -0.9601 -0.5277  0.08
23 H 1.0256 -1.7254 -1.5787  0.10
24 H 0.9797 -0.2319 -3.1126  0.17
25 H -0.4857 1.5077 -3.4669  0.17
26 H -3.7788 1.7501 -4.6997  0.13
27 H -6.0518 2.3310 -3.9600  0.12
28 H -6.9637 1.4038 -1.8965  0.13
29 H -3.2865 -0.7159 -1.2383  0.15
30 N -1.3170 -0.8513 2.6963  0.01
31 C -0.2410 -0.0535 2.4065  -0.14
32 C 0.6978 -0.2472 3.3864  -0.11
33 C 0.1681 -1.2021 4.2983  -0.12
34 C -1.0733 -1.5568 3.8435  -0.13
35 H -2.1577 -0.9096 2.1507  0.14
36 H -0.2359 0.5819 1.5338  0.07
37 H 1.6575 0.2410 3.4434  0.09
38 H 0.6456 -1.5841 5.1859  0.09
39 H -1.8019 -2.2460 4.2357  0.11
40 N 2.9044 -3.3472 3.6196  0.01
41 C 3.3265 -3.3431 4.9199  -0.15
42 C 4.0268 -4.4998 5.1409  -0.12
43 C 4.0314 -5.2292 3.9227  -0.12
44 C 3.3334 -4.4906 3.0041  -0.15
45 H 2.3611 -2.6205 3.1850  0.12
46 H 3.0920 -2.5207 5.5746  0.10
47 H 4.4855 -4.7902 6.0717  0.09
48 H 4.4943 -6.1853 3.7419  0.09
49 H 3.1049 -4.6801 1.9688  0.10
50 N 3.3181 3.6779 -1.3204  0.01
51 C 4.1576 4.2085 -2.2609  -0.14
52 C 5.3748 3.5894 -2.1465  -0.12
53 C 5.2666 2.6408 -1.0973  -0.12
54 C 3.9874 2.7172 -0.6121  -0.15
55 H 2.3560 3.9357 -1.1689  0.10
56 H 3.8175 4.9817 -2.9293  0.10
57 H 6.2448 3.7935 -2.7488  0.09
58 H 6.0377 1.9775 -0.7408  0.09
59 H 3.4958 2.1713 0.1764  0.11



No. 4
Formula: C2H3Cl3S
Source: the Open Molecules 2025 dataset
Level of theory: ωB97M-V/def2-TZVPD

Output
electronic energy	-1856.73937	Ha
molecular weight	165.472	g/mol
F_max	3.98	eV Å⁻¹
2S+1	1
orbital gap	9.5	eV
structure (SMILES)	ClC[C@H](Cl)SCl
charge	0

Each line ends with the Löwdin charge.
Cartesian coordinates (Å):
1 Cl 0.0155 -0.9159 2.0259  0.52
2 C -0.2571 -0.8603 0.2397  -0.70
3 C 0.5290 0.2357 -0.3971  -1.10
4 Cl 2.2528 0.1217 -0.0250  0.56
5 S -0.0979 1.9425 0.2698  0.38
6 Cl -1.9482 1.7095 -0.4428  0.15
7 H 0.1900 -1.9537 -0.1476  0.15
8 H -1.2338 -0.5552 -0.0259  -0.02
9 H 0.5496 0.2757 -1.4970  0.07



No. 5
Formula: C30H20Cl3F6N7O10S4Ti
Source: the Open Molecules 2025 dataset
Level of theory: ωB97M-V/def2-TZVPD

Output
electronic energy	-6713.05030	Ha
molecular weight	1035.011	g/mol
F_max	2.86	eV Å⁻¹
2S+1	1
orbital gap (alpha / beta)	3.6 / 3.6	eV
charge	-2

Each line ends with the Löwdin charge.
Cartesian coordinates (Å):
1 Ti -0.6861 1.0727 1.6316  0.97
2 N -3.3968 -2.3579 0.6063  0.03
3 C -2.7353 -1.3146 1.2527  -0.90
4 S -3.3875 0.2808 1.1356  0.67
5 N -1.7035 -1.6596 1.9602  -0.02
6 N -1.0754 -0.5643 2.5709  -0.24
7 C -0.6867 -0.7841 3.8746  -0.13
8 C 0.1792 0.1356 4.4083  -0.30
9 C 0.5836 0.1870 5.7851  -0.06
10 C 1.4369 1.1509 6.2073  -0.13
11 C 1.9420 2.1052 5.2843  -0.11
12 C 1.5176 2.0111 3.9843  -0.16
13 N 0.6854 1.0716 3.5160  0.00
14 H -3.9486 -2.0592 -0.1810  0.06
15 H -2.8363 -3.1830 0.4610  0.06
16 H -1.0577 -1.6479 4.4076  0.09
17 H 0.1671 -0.5385 6.4741  0.10
18 H 1.7180 1.2043 7.2543  0.09
19 H 2.6044 2.9041 5.5854  0.08
20 H 1.8704 2.7216 3.2494  0.09
21 F -4.1160 3.9795 4.2679  0.12
22 C -3.5043 4.0127 3.0768  -0.66
23 F -4.1141 3.1505 2.2885  0.13
24 F -3.6572 5.2425 2.5769  0.13
25 S -1.6801 3.6632 3.3169  0.66
26 O -1.5833 2.2152 3.0483  -0.40
27 O -1.4690 4.0545 4.6752  -0.26
28 N -0.8794 4.5851 2.3457  -0.27
29 S -0.2056 4.0559 0.9568  0.71
30 O -0.3532 4.6758 -0.3452  -0.25
31 O 0.4758 2.7132 1.1204  -0.40
32 C 1.3469 5.0342 1.3452  -0.66
33 F 2.3238 4.6937 0.4797  0.10
34 F 1.8494 4.8503 2.5730  0.10
35 F 1.1414 6.3519 1.2019  0.11
36 O -2.9439 2.6896 -4.0341  0.12
37 C -2.5279 2.5104 -2.9149  -0.23
38 C -1.5977 1.3707 -2.4726  -0.25
39 O -1.0861 0.5352 -3.2030  0.08
40 C -1.4445 1.5240 -1.0260  -0.31
41 C -2.0504 2.6886 -0.5999  -0.27
42 O -1.9052 3.1224 0.6368  -0.23
43 C -2.7986 3.3561 -1.6660  -0.27
44 O -3.4905 4.3494 -1.6244  0.11
45 O -0.8120 0.7097 -0.2602  -0.16
46 Cl 2.5934 -0.3599 -6.7051  0.66
47 C 2.3860 -1.2447 -5.2191  -0.66
48 C 2.0755 -0.5689 -4.0545  -0.07
49 C 1.9208 -1.2972 -2.8844  0.00
50 C 2.0567 -2.6846 -2.8520  -0.18
51 C 1.8906 -3.4492 -1.5563  -0.28
52 C 2.7655 -2.9415 -0.4032  -0.07
53 N 2.4055 -1.6595 0.1517  -0.07
54 C 3.1924 -0.5175 0.1509  -0.06
55 C 2.4503 0.4476 0.7518  -0.09
56 N 1.2307 -0.0775 1.1085  0.01
57 C 1.2374 -1.3324 0.7564  -0.11
58 O 0.5551 -3.5844 -1.0851  -0.12
59 C -0.5437 -2.9500 -1.7359  -0.13
60 C -0.9564 -3.6835 -2.9872  -0.29
61 C -1.2406 -5.0134 -3.0364  -0.98
62 Cl -1.2188 -6.1272 -1.7251  0.65
63 S -1.6746 -5.5577 -4.6012  0.96
64 C -1.4909 -3.9747 -5.2361  -0.41
65 C -1.1132 -3.0900 -4.2799  -0.13
66 C 2.3490 -3.3212 -4.0540  -0.57
67 Cl 2.4829 -5.0600 -4.1563  0.71
68 C 2.5239 -2.6184 -5.2368  -0.14
69 H 1.9425 0.5036 -4.0571  0.12
70 H 1.6533 -0.7667 -1.9796  0.12
71 H 2.2495 -4.4705 -1.7121  0.11
72 H 3.8039 -2.8645 -0.7305  0.13
73 H 2.7110 -3.7024 0.3784  0.14
74 H 4.1828 -0.5123 -0.2696  0.11
75 H 2.6868 1.4819 0.9333  0.11
76 H 0.4200 -2.0199 0.9187  0.13
77 H -0.3771 -1.8887 -1.9331  0.12
78 H -1.3462 -3.0018 -0.9995  0.11
79 H -1.6847 -3.7864 -6.2791  0.06
80 H -0.9685 -2.0344 -4.4562  0.12
81 H 2.7400 -3.1423 -6.1563  0.10



No. 6
Formula: C7H15N
Source: the Open Molecules 2025 dataset
Level of theory: ωB97M-V/def2-TZVPD

Output
electronic energy	-330.44945	Ha
molecular weight	113.204	g/mol
F_max	1.01	eV Å⁻¹
2S+1	1
orbital gap	8.6	eV
structure (SMILES)	C=CNC(C)(C)CC
charge	0

Each line ends with the Löwdin charge.
Cartesian coordinates (Å):
1 C 2.7537 -1.6188 1.5764  -0.03
2 C 2.0636 -0.7199 0.8720  -0.26
3 N 0.6972 -0.6047 0.8409  0.00
4 C -0.1144 0.1215 -0.1517  -0.56
5 C 0.0587 -0.5592 -1.5197  -0.04
6 C 0.3282 1.5913 -0.2309  -0.04
7 C -1.5923 0.0153 0.3215  -0.21
8 C -2.5981 0.8821 -0.4266  -0.11
9 H 3.8376 -1.6336 1.5387  0.04
10 H 2.2606 -2.3538 2.2018  0.04
11 H 2.5994 -0.0005 0.2570  0.11
12 H 0.2174 -1.3828 1.2898  0.13
13 H -0.2107 -1.6208 -1.4683  0.09
14 H -0.5609 -0.0902 -2.2899  0.07
15 H 1.0986 -0.5069 -1.8624  0.08
16 H 0.1992 2.0944 0.7339  0.09
17 H 1.3814 1.6897 -0.5138  0.07
18 H -0.2452 2.1437 -0.9832  0.08
19 H -1.9181 -1.0314 0.2514  0.11
20 H -1.6539 0.2746 1.3872  0.12
21 H -3.6145 0.6362 -0.1013  0.07
22 H -2.5480 0.7298 -1.5076  0.07
23 H -2.4397 1.9442 -0.2151  0.07



Q: F_max of number 4 (C2H3Cl3S)?
A: 3.98 eV Å⁻¹



What did the sixth record say?
Formula: C7H15N
Source: the Open Molecules 2025 dataset
Level of theory: ωB97M-V/def2-TZVPD

Output
electronic energy	-330.44945	Ha
molecular weight	113.204	g/mol
F_max	1.01	eV Å⁻¹
2S+1	1
orbital gap	8.6	eV
structure (SMILES)	C=CNC(C)(C)CC
charge	0

Each line ends with the Löwdin charge.
Cartesian coordinates (Å):
1 C 2.7537 -1.6188 1.5764  -0.03
2 C 2.0636 -0.7199 0.8720  -0.26
3 N 0.6972 -0.6047 0.8409  0.00
4 C -0.1144 0.1215 -0.1517  -0.56
5 C 0.0587 -0.5592 -1.5197  -0.04
6 C 0.3282 1.5913 -0.2309  -0.04
7 C -1.5923 0.0153 0.3215  -0.21
8 C -2.5981 0.8821 -0.4266  -0.11
9 H 3.8376 -1.6336 1.5387  0.04
10 H 2.2606 -2.3538 2.2018  0.04
11 H 2.5994 -0.0005 0.2570  0.11
12 H 0.2174 -1.3828 1.2898  0.13
13 H -0.2107 -1.6208 -1.4683  0.09
14 H -0.5609 -0.0902 -2.2899  0.07
15 H 1.0986 -0.5069 -1.8624  0.08
16 H 0.1992 2.0944 0.7339  0.09
17 H 1.3814 1.6897 -0.5138  0.07
18 H -0.2452 2.1437 -0.9832  0.08
19 H -1.9181 -1.0314 0.2514  0.11
20 H -1.6539 0.2746 1.3872  0.12
21 H -3.6145 0.6362 -0.1013  0.07
22 H -2.5480 0.7298 -1.5076  0.07
23 H -2.4397 1.9442 -0.2151  0.07



Q: Which value of charge does entry 2 give?
A: -2